(1)
Here is a structure of composition C23H31Cl2N4O3Zn at a distorted geometry from OMol25. Energies are from the ωB97M-V functional and the def2-TZVPD basis.

Summary:
- Highest occupied orbital energy (spin up / spin down): -2.4 / -2.4 eV
- LUMO (spin up / spin down): 2.22 / 2.22 eV
- Multiplicity: 1
- Largest force on an atom: 0.093 Eh/bohr
- Charge: -1
- DFT total energy: -4039.4926 Eh

Atoms and positions in Å:
1 O 3.255 0.640 -2.731
2 C 2.329 1.375 -2.976
3 C 1.843 2.603 -2.198
4 C 1.173 2.570 -0.971
5 H 0.739 1.661 -0.586
6 C 1.084 3.757 -0.240
7 H 0.641 3.755 0.744
8 C 1.547 4.975 -0.756
9 H 1.494 5.917 -0.159
10 C 2.182 4.967 -2.011
11 H 2.545 5.902 -2.441
12 C 2.357 3.781 -2.713
13 H 2.854 3.765 -3.688
14 H 1.761 1.303 -4.014
15 C 0.522 -0.898 -3.680
16 C 0.129 0.233 -2.800
17 H 0.494 -0.592 -4.738
18 H -0.236 -1.684 -3.485
19 H 1.526 -1.320 -3.483
20 C -0.775 1.201 -2.977
21 C -2.048 0.916 -3.791
22 H -0.685 2.228 -2.591
23 H -1.898 1.149 -4.858
24 H -2.809 1.607 -3.387
25 H -2.395 -0.129 -3.630
26 Zn -1.302 -0.630 -1.113
27 Cl -2.312 1.281 -0.435
28 Cl -2.201 -2.326 -2.211
29 C -3.226 -1.347 1.465
30 O -2.054 -1.569 0.981
31 N -3.645 -1.981 2.575
32 C -2.743 -2.898 3.235
33 C -5.048 -1.877 2.956
34 H -3.927 -0.620 1.036
35 H -1.799 -2.399 3.455
36 H -2.524 -3.759 2.596
37 H -3.209 -3.248 4.147
38 H -5.398 -0.874 2.664
39 H -5.158 -2.033 4.037
40 H -5.676 -2.625 2.434
41 H 1.424 -3.575 0.130
42 H 4.225 -1.896 0.122
43 C 1.645 -3.223 -0.898
44 C 3.813 -1.955 -0.892
45 N 2.350 -1.933 -0.864
46 H 0.698 -3.117 -1.464
47 C 1.674 -0.836 -0.529
48 O 0.429 -0.916 -0.178
49 H 4.166 -1.101 -1.478
50 H 2.179 0.130 -0.582
51 H 2.326 -3.915 -1.395
52 H 4.091 -2.899 -1.362
53 N 3.510 -1.475 4.944
54 C 2.715 -0.883 4.311
55 C 1.728 -0.143 3.550
56 C 0.389 -0.086 4.015
57 C -0.533 0.615 3.248
58 C -0.098 1.175 2.032
59 N 1.154 1.096 1.619
60 C 2.071 0.460 2.332
61 H 0.110 -0.580 4.971
62 H -1.587 0.746 3.540
63 H -0.827 1.664 1.365
64 H 3.101 0.446 1.965

These are the natural (NBO) partial charges, in e, on atoms 1 to 5: O -0.692; C 0.403; C -0.101; C -0.194; H 0.256



(2)
Here is a structure of composition C33H67O25Tl at a distorted geometry from OMol25. Energies are from the ωB97M-V functional and the def2-TZVPD basis.

Summary:
- Highest occupied orbital energy (spin up / spin down): -12.4 / -12.4 eV
- LUMO (spin up / spin down): -2.37 / -4.80 eV
- Multiplicity: 2
- Largest force on an atom: 0.096 Eh/bohr
- Charge: +1
- ⟨S²⟩: 0.754
- DFT total energy: -3350.7682 Eh

Atoms and positions in Å:
1 Tl 36.211 -15.103 -6.280
2 C 34.225 -13.427 -2.838
3 O 34.861 -14.001 -3.952
4 H 33.164 -13.306 -3.054
5 H 34.335 -13.998 -1.916
6 H 34.605 -12.423 -2.649
7 C 36.340 -8.171 -4.608
8 C 37.584 -8.796 -5.297
9 O 37.289 -10.099 -5.833
10 C 37.292 -11.268 -5.073
11 O 37.079 -12.316 -5.649
12 O 37.733 -11.059 -3.746
13 C 38.014 -12.181 -2.964
14 H 35.485 -8.116 -5.283
15 H 36.581 -7.122 -4.436
16 H 36.063 -8.756 -3.732
17 H 38.455 -8.982 -4.668
18 H 37.963 -8.143 -6.084
19 H 37.435 -13.092 -3.120
20 H 37.983 -11.953 -1.899
21 H 39.034 -12.475 -3.211
22 C 33.914 -10.445 0.356
23 C 35.144 -11.316 0.421
24 O 35.304 -11.507 1.779
25 C 36.055 -12.564 2.107
26 O 36.570 -13.386 1.392
27 O 36.094 -12.558 3.443
28 C 36.631 -13.577 4.195
29 H 33.942 -9.978 -0.628
30 H 33.921 -9.671 1.124
31 H 32.988 -10.990 0.539
32 H 36.004 -10.787 0.010
33 H 35.114 -12.150 -0.281
34 H 36.574 -13.369 5.264
35 H 37.704 -13.747 4.117
36 H 36.104 -14.505 3.972
37 C 30.257 -11.510 -3.927
38 C 30.236 -10.074 -3.492
39 O 31.029 -9.294 -4.434
40 C 30.418 -8.389 -5.298
41 O 29.256 -8.090 -5.265
42 O 31.307 -7.868 -6.068
43 C 30.899 -6.806 -6.922
44 H 31.241 -11.923 -3.704
45 H 30.029 -11.679 -4.979
46 H 29.450 -12.016 -3.398
47 H 30.878 -10.103 -2.612
48 H 29.235 -9.679 -3.316
49 H 30.456 -6.078 -6.243
50 H 30.162 -7.088 -7.674
51 H 31.740 -6.374 -7.464
52 C 38.471 -20.712 -3.014
53 C 37.822 -19.569 -3.758
54 O 37.729 -18.684 -2.733
55 C 37.262 -17.453 -2.839
56 O 36.815 -16.905 -3.835
57 O 37.414 -16.837 -1.640
58 C 36.960 -15.506 -1.411
59 H 39.482 -20.405 -2.747
60 H 38.693 -21.618 -3.578
61 H 37.980 -21.077 -2.111
62 H 36.801 -19.746 -4.096
63 H 38.437 -19.304 -4.618
64 H 37.286 -14.738 -2.113
65 H 37.214 -15.031 -0.464
66 H 35.888 -15.473 -1.606
67 C 34.003 -10.446 -5.946
68 C 33.229 -11.669 -6.406
69 O 33.244 -11.776 -7.764
70 C 34.187 -12.385 -8.437
71 O 35.238 -12.908 -8.011
72 O 33.880 -12.364 -9.718
73 C 34.740 -12.853 -10.745
74 H 34.940 -10.353 -6.496
75 H 34.197 -10.368 -4.876
76 H 33.379 -9.602 -6.240
77 H 32.163 -11.674 -6.179
78 H 33.616 -12.527 -5.855
79 H 34.521 -12.266 -11.637
80 H 34.534 -13.865 -11.093
81 H 35.788 -12.723 -10.475
82 C 31.109 -14.836 -1.446
83 C 30.991 -13.606 -0.604
84 O 29.821 -12.932 -0.994
85 C 29.187 -12.173 -0.072
86 O 29.446 -12.159 1.126
87 O 28.236 -11.373 -0.644
88 C 27.235 -10.691 0.117
89 H 31.253 -14.532 -2.483
90 H 30.187 -15.417 -1.428
91 H 32.014 -15.406 -1.235
92 H 31.795 -12.881 -0.732
93 H 31.065 -13.901 0.443
94 H 26.933 -11.436 0.853
95 H 26.446 -10.303 -0.527
96 H 27.705 -9.861 0.645
97 C 34.370 -16.152 1.419
98 C 33.128 -16.697 2.222
99 O 32.644 -17.980 1.770
100 C 31.687 -17.994 0.841
101 O 31.267 -16.971 0.220
102 O 31.196 -19.174 0.766
103 C 30.258 -19.446 -0.232
104 H 34.208 -15.624 0.479
105 H 35.108 -16.906 1.146
106 H 35.005 -15.520 2.039
107 H 32.365 -15.939 2.400
108 H 33.512 -16.983 3.201
109 H 30.373 -20.420 -0.709
110 H 30.311 -18.742 -1.063
111 H 29.213 -19.395 0.076
112 C 32.878 -21.046 -7.240
113 C 33.915 -20.122 -6.760
114 O 33.442 -19.625 -5.525
115 C 33.785 -18.384 -5.054
116 O 34.512 -17.624 -5.582
117 O 33.181 -18.346 -3.897
118 C 33.383 -17.235 -3.019
119 H 33.037 -21.332 -8.280
120 H 31.853 -20.679 -7.194
121 H 32.846 -22.001 -6.715
122 H 33.888 -19.313 -7.490
123 H 34.968 -20.364 -6.620
124 H 34.436 -17.103 -2.767
125 H 32.753 -17.303 -2.132
126 H 33.147 -16.304 -3.534

These are the Mulliken partial charges, in e, on atoms 1 to 5: Tl 1.060; C 0.329; O -0.134; H -0.191; H -0.657



(3)
Here is an isolated molecule of C10H8O3 at a distorted geometry from OMol25. Energies are from the ωB97M-V functional and the def2-TZVPD basis.

Summary:
- Highest occupied orbital energy: -8.4 eV
- LUMO: 0.06 eV
- Multiplicity: 1
- Largest force on an atom: 0.054 Eh/bohr
- SMILES: COc1ccc2ccc(=O)oc2c1
- DFT total energy: -611.5686 Eh

Atoms and positions in Å:
1 C -3.281 -1.616 -0.011
2 O -2.972 -0.262 -0.112
3 C -1.639 0.090 0.042
4 C -1.396 1.495 0.117
5 C -0.101 1.980 0.009
6 C 1.008 1.068 -0.055
7 C 2.379 1.409 -0.069
8 C 3.328 0.475 -0.058
9 C 3.037 -0.954 0.014
10 O 3.795 -1.859 0.087
11 O 1.679 -1.251 -0.021
12 C 0.685 -0.339 -0.068
13 C -0.600 -0.844 0.008
14 H -4.357 -1.725 -0.016
15 H -2.823 -2.229 -0.849
16 H -2.881 -1.993 0.967
17 H -2.210 2.208 0.237
18 H 0.052 3.039 0.115
19 H 2.617 2.489 -0.108
20 H 4.414 0.702 -0.119
21 H -0.733 -1.885 -0.110

These are the natural (NBO) partial charges, in e, on atoms 1 to 5: C -0.254; O -0.488; C 0.340; C -0.279; C -0.140



(4)
Here is a structure of composition C20H56GaN7O4P3 at a distorted geometry from OMol25. Energies are from the ωB97M-V functional and the def2-TZVPD basis.

Summary:
- Highest occupied orbital energy: -3.3 eV
- LUMO: 1.56 eV
- Multiplicity: 1
- Largest force on an atom: 0.094 Eh/bohr
- Charge: -1
- DFT total energy: -4428.7503 Eh

Atoms and positions in Å:
1 C -8.549 0.204 5.630
2 C -8.707 1.671 6.054
3 P -7.643 2.945 5.226
4 C -7.648 2.674 3.397
5 C -7.057 1.357 2.830
6 Ga -5.455 3.001 6.161
7 N -5.692 2.978 8.079
8 C -4.370 1.392 5.502
9 C -2.912 1.538 5.831
10 O -2.076 0.484 5.240
11 C -1.806 -0.584 6.003
12 C -1.748 -1.859 5.196
13 O -1.584 -0.553 7.193
14 H -9.265 -0.419 6.177
15 H -7.559 -0.172 5.888
16 H -8.756 0.083 4.569
17 H -8.434 1.737 7.110
18 H -9.762 1.945 5.984
19 H -8.639 2.848 2.974
20 H -7.031 3.491 3.018
21 H -6.744 0.663 3.604
22 H -7.779 0.883 2.160
23 H -6.181 1.550 2.207
24 H -4.680 4.354 5.765
25 H -6.638 2.702 8.313
26 H -5.524 3.889 8.484
27 H -4.779 0.428 5.819
28 H -4.453 1.431 4.409
29 H -2.732 1.645 6.899
30 H -2.562 2.463 5.374
31 H -1.237 -1.628 4.263
32 H -1.183 -2.592 5.762
33 H -2.742 -2.216 4.939
34 O 0.300 -3.263 1.028
35 P 0.635 -2.035 0.282
36 N 0.142 -0.747 1.284
37 C -0.580 0.479 1.010
38 C 0.729 -0.756 2.613
39 N -0.350 -2.214 -1.134
40 C -1.247 -1.218 -1.708
41 C -0.912 -3.553 -1.307
42 N 1.982 -1.393 -0.500
43 C 3.289 -1.820 -0.005
44 C 2.021 -0.062 -1.054
45 H 0.080 1.358 0.988
46 H -1.323 0.653 1.795
47 H -1.121 0.450 0.076
48 H 1.714 -0.265 2.636
49 H 0.857 -1.777 2.975
50 H 0.081 -0.246 3.326
51 H -1.869 -0.712 -0.972
52 H -1.939 -1.711 -2.392
53 H -0.719 -0.481 -2.321
54 H -1.829 -3.708 -0.727
55 H -0.201 -4.320 -1.015
56 H -1.139 -3.703 -2.365
57 H 3.606 -1.258 0.885
58 H 4.049 -1.688 -0.779
59 H 3.270 -2.879 0.259
60 H 2.507 0.652 -0.376
61 H 1.040 0.338 -1.297
62 H 2.596 -0.088 -1.984
63 O 4.752 0.522 -4.067
64 P 5.276 0.294 -5.425
65 N 5.349 -1.411 -5.582
66 C 6.366 -2.291 -6.114
67 C 4.085 -2.089 -5.348
68 N 6.832 1.039 -5.335
69 C 8.108 0.460 -5.737
70 C 7.018 1.895 -4.160
71 N 4.911 0.781 -6.995
72 C 3.520 1.153 -7.254
73 C 5.561 0.245 -8.164
74 H 6.113 -2.674 -7.114
75 H 6.483 -3.160 -5.457
76 H 7.337 -1.822 -6.178
77 H 3.462 -2.139 -6.252
78 H 3.513 -1.582 -4.570
79 H 4.261 -3.109 -5.000
80 H 8.248 -0.567 -5.401
81 H 8.919 1.032 -5.288
82 H 8.279 0.526 -6.816
83 H 7.307 1.331 -3.265
84 H 6.114 2.447 -3.927
85 H 7.800 2.624 -4.380
86 H 2.878 0.280 -7.434
87 H 3.458 1.807 -8.126
88 H 3.107 1.701 -6.406
89 H 4.962 -0.543 -8.641
90 H 6.543 -0.169 -7.956
91 H 5.697 1.052 -8.889

These are the Mulliken partial charges, in e, on atoms 1 to 5: C -0.920; C -0.559; P -0.122; C -0.719; C -0.881



(5)
Here is an isolated molecule of C4H9N3O at a distorted geometry from OMol25. Energies are from the ωB97M-V functional and the def2-TZVPD basis.

Summary:
- Highest occupied orbital energy: -8.5 eV
- LUMO: 0.90 eV
- Multiplicity: 1
- Largest force on an atom: 0.077 Eh/bohr
- SMILES: C=C/C(N)=N/N(C)O
- DFT total energy: -397.2014 Eh

Atoms and positions in Å:
1 C 3.016 -0.056 -0.864
2 C 2.155 0.078 0.144
3 C 0.606 0.405 -0.120
4 N 0.241 1.245 -1.127
5 N -0.105 -0.317 0.656
6 N -1.562 0.021 0.441
7 C -2.425 -0.621 1.430
8 O -2.033 -0.478 -0.831
9 H 4.073 -0.224 -0.672
10 H 2.702 -0.003 -1.901
11 H 2.438 -0.016 1.186
12 H -0.738 1.504 -1.015
13 H 0.926 1.941 -1.387
14 H -2.143 -0.296 2.436
15 H -3.473 -0.339 1.278
16 H -2.345 -1.715 1.382
17 H -1.334 -1.126 -1.036

These are the natural (NBO) partial charges, in e, on atoms 1 to 5: C -0.390; C -0.209; C 0.411; N -0.818; N -0.397



(6)
Here is a structure of composition C38H45BF4N4OSiTc at a distorted geometry from OMol25. Energies are from the ωB97M-V functional and the def2-TZVPD basis.

Summary:
- Highest occupied orbital energy (spin up / spin down): -7.5 / -7.5 eV
- LUMO (spin up / spin down): -1.07 / -1.65 eV
- Multiplicity: 4
- Largest force on an atom: 0.064 Eh/bohr
- ⟨S²⟩: 3.826
- DFT total energy: -2564.1041 Eh

Atoms and positions in Å:
1 Tc 0.994 -0.001 0.059
2 C 3.157 2.796 1.504
3 C 3.950 1.781 0.679
4 C 3.882 0.347 1.223
5 N 2.886 -0.506 0.596
6 C 3.118 -1.826 0.611
7 C 4.142 -2.409 1.392
8 C 4.694 -3.671 1.344
9 C 4.352 -4.762 0.562
10 C 3.211 -4.889 -0.219
11 C 2.252 -3.951 -0.522
12 C 2.192 -2.568 -0.236
13 N 1.239 -1.797 -0.745
14 C 0.366 -2.238 -1.801
15 C 1.114 -2.380 -3.138
16 C 2.196 -1.296 -3.285
17 N 1.753 -0.099 -2.644
18 C 2.044 1.092 -3.018
19 C 2.971 1.429 -4.067
20 C 3.003 2.524 -4.878
21 C 2.126 3.620 -4.895
22 C 1.210 3.949 -3.921
23 C 0.996 3.354 -2.681
24 C 1.453 2.135 -2.167
25 N 1.344 1.793 -0.881
26 C 1.078 2.874 0.048
27 C 1.644 2.611 1.445
28 H 3.399 3.804 1.158
29 H 3.479 2.730 2.547
30 H 4.998 2.088 0.706
31 H 3.624 1.786 -0.361
32 H 3.704 0.391 2.306
33 H 4.865 -0.109 1.059
34 H 4.554 -1.777 2.165
35 H 5.517 -3.841 2.026
36 H 4.981 -5.636 0.651
37 H 3.031 -5.880 -0.616
38 H 1.396 -4.329 -1.060
39 H -0.392 -1.462 -1.903
40 H -0.154 -3.163 -1.536
41 H 0.383 -2.277 -3.937
42 H 1.587 -3.358 -3.229
43 H 2.418 -1.137 -4.349
44 H 3.116 -1.641 -2.795
45 H 3.724 0.670 -4.238
46 H 3.767 2.524 -5.647
47 H 2.204 4.283 -5.748
48 H 0.624 4.843 -4.105
49 H 0.304 3.896 -2.051
50 H -0.009 3.015 0.124
51 H 1.520 3.802 -0.334
52 H 1.374 1.601 1.781
53 H 1.182 3.319 2.137
54 C -2.474 3.005 1.843
55 C -3.156 2.223 0.720
56 C -2.906 2.931 -0.609
57 C -4.649 2.200 1.033
58 Si -2.451 0.387 0.648
59 O -0.991 0.415 0.044
60 C -3.623 -0.768 -0.328
61 C -3.575 -2.126 -0.024
62 C -4.490 -3.012 -0.566
63 C -5.485 -2.560 -1.415
64 C -5.526 -1.219 -1.751
65 C -4.596 -0.339 -1.225
66 C -2.579 -0.135 2.479
67 C -3.750 -0.683 2.990
68 C -3.879 -0.970 4.336
69 C -2.828 -0.721 5.199
70 C -1.648 -0.193 4.708
71 C -1.537 0.108 3.365
72 H -2.946 3.980 1.973
73 H -1.422 3.170 1.633
74 H -2.549 2.471 2.785
75 H -3.097 4.003 -0.529
76 H -3.548 2.534 -1.393
77 H -1.875 2.784 -0.924
78 H -5.058 3.212 1.001
79 H -4.817 1.795 2.028
80 H -5.203 1.590 0.327
81 H -2.810 -2.494 0.640
82 H -4.433 -4.059 -0.311
83 H -6.222 -3.242 -1.814
84 H -6.292 -0.855 -2.421
85 H -4.637 0.695 -1.538
86 H -4.571 -0.891 2.318
87 H -4.802 -1.389 4.711
88 H -2.925 -0.943 6.250
89 H -0.815 -0.021 5.372
90 H -0.617 0.527 2.986
91 F -0.797 -2.720 3.175
92 B 0.019 -2.742 2.097
93 F 1.175 -3.436 2.334
94 F -0.610 -3.208 0.968
95 F 0.434 -1.363 1.765

These are the natural (NBO) partial charges, in e, on atoms 1 to 5: Tc 1.564; C -0.396; C -0.409; C -0.237; N -0.537